1.
ORCA calculation (wB97M-V/def2-TZVPD) on a 5-piece molecular cluster, C26H38N3O14 overall at a distorted geometry.

Last column: Mulliken charge in e.
Cartesian coordinates (Å):
C1 1.65391 2.04326 -1.60385  -0.800
C2 0.99492 0.68378 -1.17237  -0.324
C3 0.75921 0.56170 0.39759  -0.559
N1 1.92663 1.01971 1.18480  0.051
C4 2.19249 0.14159 2.35426  0.095
N2 2.77560 -1.16876 2.00507  -0.181
C5 4.13927 -1.06672 1.54232  0.201
C6 5.30221 -1.11508 2.44156  -0.241
C7 6.62454 -0.95220 1.83065  -0.464
C8 6.67543 -0.77555 0.38589  -0.180
N3 5.63127 -0.76647 -0.48308  -0.674
C9 4.41679 -0.90463 0.11558  0.255
C10 3.08241 0.97559 3.37170  -0.065
O1 3.92517 1.79226 2.94901  -0.673
O2 2.96621 0.77472 4.65439  -0.781
H1 2.44122 1.81463 -2.38259  0.261
H2 0.93840 2.75689 -2.09033  -0.060
H3 2.18345 2.58341 -0.78287  0.332
H4 1.63901 -0.18749 -1.45970  0.384
H5 0.01063 0.52587 -1.69834  0.216
H6 0.48308 -0.50866 0.60155  0.164
H7 -0.16197 1.17343 0.64351  0.290
H8 1.62350 1.90525 1.60627  0.268
H9 1.21199 -0.04252 2.88800  0.162
H10 2.23554 -1.56588 1.22482  0.421
H11 5.14137 -1.24999 3.53643  0.339
H12 7.54026 -0.94761 2.45569  0.316
H13 7.69523 -0.62990 -0.05970  0.286
H14 3.52336 -0.89942 -0.56294  -0.025
C11 -4.42209 3.74835 -3.44938  -1.598
C12 -2.97582 3.53078 -3.04544  1.380
C13 -2.68234 2.13274 -2.58318  -0.850
O3 -1.60492 2.32693 -1.67088  0.016
C14 -1.72473 3.59194 -1.18073  0.493
O4 -1.11417 4.01610 -0.25226  -0.527
O5 -2.63917 4.31143 -1.89595  -0.437
H15 -5.04614 3.98383 -2.58489  0.375
H16 -4.49642 4.59814 -4.13183  0.365
H17 -4.83175 2.87582 -3.96251  0.375
H18 -2.31136 3.82280 -3.85493  -0.314
H19 -2.37928 1.48416 -3.40336  0.367
H20 -3.51550 1.66584 -2.04720  0.421
C15 1.11268 -2.81896 5.73061  -1.410
C16 0.11097 -3.80166 5.15830  0.644
C17 0.58244 -5.22789 5.17566  -0.493
O6 -0.10622 -5.79390 4.06044  -0.349
C18 -0.34841 -4.77711 3.18688  0.586
O7 -0.72858 -4.92688 2.06592  -0.555
O8 -0.10409 -3.57129 3.76081  -0.230
H21 1.84124 -2.50613 4.97910  0.292
H22 0.60056 -1.91517 6.06414  0.371
H23 1.64020 -3.23616 6.59120  0.363
H24 -0.85285 -3.69909 5.66852  0.131
H25 0.30977 -5.74173 6.09795  0.326
H26 1.65880 -5.33371 5.01283  0.331
C19 0.23447 5.68354 -7.75979  -1.410
C20 0.74212 4.80103 -6.63651  0.485
C21 1.24739 3.46105 -7.09580  -0.589
O9 1.00351 2.63409 -5.96078  -0.330
C22 -0.03775 3.18547 -5.28408  0.480
O10 -0.62901 2.64883 -4.40147  -0.385
O11 -0.31647 4.43657 -5.74734  -0.282
H27 -0.80561 5.45849 -8.00279  0.342
H28 0.26730 6.73178 -7.45652  0.351
H29 0.84501 5.58053 -8.65891  0.365
H30 1.50329 5.33037 -6.05543  0.280
H31 2.31048 3.48092 -7.33626  0.316
H32 0.69573 3.05544 -7.94962  0.320
C23 -4.13348 -4.68077 4.02938  -1.317
C24 -5.04352 -4.37727 2.85698  0.512
C25 -4.31521 -3.89255 1.63321  -0.337
O12 -5.29534 -3.06811 1.00003  -0.336
C26 -6.12378 -2.61254 1.97764  0.572
O13 -6.92733 -1.74668 1.83197  -0.538
O14 -5.91415 -3.28020 3.14763  -0.374
H33 -3.91462 -3.78169 4.60861  0.362
H34 -4.62058 -5.38213 4.71044  0.387
H35 -3.19616 -5.13509 3.70177  0.238
H36 -5.66527 -5.24851 2.62639  0.218
H37 -4.01823 -4.71099 0.97779  0.316
H38 -3.43675 -3.28200 1.86033  0.269

Calculated values
Multiplicity: 1
Gap between HOMO and LUMO: 0.2136 Ha
E: -60714.7267 eV
E_LUMO: 1.79 eV
HOMO: -4.0 eV
Net charge: -1

2.
ORCA calculation (wB97M-V/def2-TZVPD) on C34H33F5N5O5TeV as an isolated structure at a distorted geometry.

Last column: Löwdin spin population.
Cartesian coordinates (Å):
V1 -0.38637 1.47465 0.76913  1.927
C1 2.65687 -4.70421 1.56982  0.000
O1 2.17072 -4.86722 0.23828  0.000
C2 2.94466 -4.21864 -0.69413  0.000
C3 4.04183 -4.84289 -1.26336  0.000
C4 4.79139 -4.18263 -2.22512  0.000
C5 4.42906 -2.90528 -2.62959  0.000
C6 3.31456 -2.28913 -2.08391  0.000
C7 2.57443 -2.93521 -1.09855  0.000
N1 1.42010 -2.37010 -0.51856  0.002
C8 1.23485 -1.06683 -0.14939  0.004
N2 2.36350 -0.34742 0.01297  0.003
C9 2.54527 1.05315 -0.11488  0.007
C10 1.54463 1.99251 0.12728  -0.008
C11 1.96164 3.32813 -0.06904  0.008
C12 3.23616 3.69052 -0.45114  -0.002
C13 4.20154 2.71491 -0.65934  0.009
C14 3.85754 1.39380 -0.48892  -0.002
O2 4.71470 0.33257 -0.66479  -0.002
C15 6.05584 0.62822 -0.99988  0.000
N3 0.03805 -0.60177 0.09349  -0.001
C16 -1.06363 -1.45980 -0.23262  0.003
C17 -1.52670 -1.37650 -1.62800  0.000
C18 -2.79307 -1.58362 -1.98087  0.000
C19 -3.78268 -1.86283 -0.90072  0.000
C20 -3.22587 -2.52099 0.38763  0.000
C21 -1.79800 -2.14206 0.66985  0.000
O3 -1.50162 -2.46934 1.93827  0.000
C22 -0.22556 -2.18735 2.51316  0.000
H1 3.64027 -5.16662 1.68004  0.000
H2 1.94475 -5.19664 2.22698  0.000
H3 2.72826 -3.64497 1.83222  0.000
H4 4.29340 -5.84611 -0.94438  0.000
H5 5.65059 -4.66965 -2.66619  0.000
H6 5.00340 -2.39256 -3.38944  0.000
H7 3.01313 -1.30281 -2.41567  0.000
H8 0.62847 -2.98164 -0.37906  0.000
H9 3.22060 -0.86123 -0.13796  0.000
H10 1.52129 5.17479 0.22409  0.000
H11 3.49817 4.73568 -0.56712  0.000
H12 5.20158 3.00399 -0.94659  0.001
H13 6.53098 1.23530 -0.22565  0.000
H14 6.11717 1.15064 -1.95801  0.000
H15 6.56758 -0.32742 -1.07696  0.000
H16 -0.77204 -1.11946 -2.36477  0.000
H17 -3.11188 -1.54064 -3.01424  0.000
H18 -4.65182 -2.40925 -1.26499  0.000
H19 -3.37813 -3.59289 0.52326  0.000
H20 -0.23587 -2.68400 3.48009  0.000
H21 -0.08023 -1.11721 2.64888  0.000
H22 0.57305 -2.61316 1.90325  0.000
C23 -3.32231 4.25436 -1.79648  0.014
C24 -3.46430 4.43935 -0.42528  -0.002
C25 -2.61189 3.80316 0.46825  0.005
C26 -1.57347 2.98557 0.01564  -0.035
C27 -1.43892 2.83475 -1.36742  0.009
C28 -2.30259 3.44257 -2.27312  -0.001
H23 -3.99444 4.74709 -2.48804  0.001
H24 -4.25786 5.07480 -0.05026  -0.001
H25 -2.78213 3.93377 1.53146  0.000
H26 -0.62798 2.21742 -1.76562  -0.001
H27 -2.17354 3.29738 -3.33922  0.000
N4 -5.73306 0.90882 -1.22152  0.000
C29 -5.69496 -0.16466 -0.38909  0.000
O4 -6.69292 -0.74775 -0.02006  0.000
C30 -4.30779 -0.65852 -0.01164  0.001
C31 -4.19667 -1.59844 1.20243  0.000
C32 -3.73375 -0.92154 2.44785  -0.001
C33 -2.97575 0.16251 2.35232  0.001
N5 -2.58596 0.70657 1.09300  0.001
C34 -3.26186 0.41517 0.05942  0.009
H28 -6.63786 1.28208 -1.45549  0.000
H29 -4.92862 1.49141 -1.37956  0.000
H30 -5.14646 -2.11096 1.34578  0.000
H31 -4.01384 -1.31697 3.41433  0.000
H32 -2.58396 0.70616 3.19966  0.000
H33 -2.95673 0.90098 -0.86724  0.001
F1 -0.06859 5.60976 2.81286  0.000
Te1 0.28108 3.78119 2.78055  0.001
F2 0.71302 3.55538 4.57533  0.001
F3 -0.27045 1.08920 2.56729  0.040
F4 -1.52245 3.66172 3.46070  0.002
F5 2.12219 4.37323 2.71133  -0.001
O5 1.04826 4.33572 0.17703  0.003

Calculated values
Multiplicity: 3
Energy above the lowest of the compared OMol25 structures with the same formula, charge and spin: 579.7 kJ/mol
Gap between HOMO and LUMO (alpha / beta): 0.2926 / 0.2927 Ha
E: -100049.8385 eV
E_LUMO (alpha / beta): -0.01 / -0.04 eV
HOMO (alpha / beta): -8.0 / -8.0 eV

3.
ORCA calculation (wB97M-V/def2-TZVPD) on C32H36As2N5O2Tc as an isolated structure.

Last column: Löwdin spin population.
Cartesian coordinates (Å):
Tc1 0.31020 -0.23317 1.04836  2.432
C1 -1.16937 1.19509 4.86159  0.002
C2 -1.11180 0.33838 3.62832  0.029
O1 -0.11213 0.58706 2.83919  0.118
C3 -2.07415 -0.61721 3.40061  0.017
C4 -2.07910 -1.59157 2.36777  0.044
C5 -3.19174 -2.59319 2.33894  0.004
N1 -1.13382 -1.64991 1.45827  0.021
N2 -1.25082 -2.67499 0.51787  0.014
C6 -0.34065 -2.55208 -0.38690  0.013
O2 0.56923 -1.59874 -0.34327  0.138
C7 -0.26081 -3.49480 -1.51950  0.000
C8 0.94446 -3.67084 -2.19072  0.002
C9 1.01994 -4.54596 -3.26308  0.000
C10 -0.11063 -5.23669 -3.67631  0.001
C11 -1.31561 -5.06198 -3.00733  0.000
C12 -1.39144 -4.19785 -1.92888  0.000
H1 -0.25413 1.77419 4.95713  0.000
H2 -1.30257 0.58213 5.75190  0.001
H3 -2.01501 1.88251 4.81018  0.001
H4 -2.85848 -0.70029 4.13891  0.001
H5 -3.93235 -2.36433 3.09951  0.000
H6 -2.79099 -3.59345 2.50617  0.002
H7 -3.65489 -2.61373 1.35299  0.002
H8 1.82084 -3.12766 -1.86389  0.000
H9 1.96377 -4.69603 -3.77126  0.000
H10 -0.05046 -5.92046 -4.51275  0.000
H11 -2.19527 -5.60522 -3.32530  0.000
H12 -2.32279 -4.05444 -1.39859  0.000
C13 1.48741 3.23855 1.60115  0.005
As1 1.20934 1.99393 0.13700  0.002
C14 2.92495 2.04195 -0.74306  0.003
C15 -0.01992 2.90714 -1.03714  -0.006
C16 0.44748 3.74264 -2.04125  -0.002
C17 -0.45151 4.35789 -2.90080  0.000
C18 -1.81190 4.14024 -2.75370  0.000
C19 -2.27823 3.30828 -1.74565  0.001
C20 -1.38724 2.68083 -0.88439  0.001
As2 -1.96567 1.47040 0.52680  0.039
C21 -3.74280 0.93468 -0.05674  0.012
C22 -2.43432 2.79304 1.87843  0.006
H13 1.51874 4.25072 1.19999  0.000
H14 2.43417 3.00203 2.08441  0.000
H15 0.68576 3.14321 2.32883  0.000
H16 3.24409 3.07606 -0.86525  0.000
H17 2.85260 1.55529 -1.71311  0.000
H18 3.63906 1.51348 -0.11450  0.000
H19 1.50783 3.91470 -2.17671  0.000
H20 -0.08594 5.00164 -3.68944  0.000
H21 -2.51293 4.61471 -3.42713  0.000
H22 -3.34460 3.14610 -1.65071  0.000
H23 -4.37697 1.80785 -0.19986  0.002
H24 -4.17691 0.30981 0.72372  0.000
H25 -3.68955 0.35863 -0.97701  0.000
H26 -2.97026 3.60737 1.39326  0.001
H27 -1.53928 3.18350 2.35646  0.000
H28 -3.07204 2.32899 2.62900  0.000
N3 7.51519 -0.78043 2.82186  0.017
C23 6.40141 -0.71983 2.54878  0.004
C24 5.00806 -0.63956 2.21490  0.033
C25 4.53129 -1.22362 1.04508  -0.009
C26 3.18897 -1.12751 0.72337  0.036
C27 2.29342 -0.45276 1.56169  -0.019
C28 2.78814 0.12071 2.74109  0.033
C29 4.13168 0.02761 3.06795  -0.010
H29 5.21605 -1.75089 0.39423  -0.001
H30 2.83007 -1.58294 -0.18880  0.001
H31 2.12124 0.63829 3.41576  0.001
H32 4.50510 0.46770 3.98277  -0.001
N4 0.24412 -1.08423 -4.22215  0.000
C30 -1.09504 -0.96168 -3.96864  0.000
C31 -1.18080 -0.11168 -2.90608  0.000
N5 0.07062 0.27660 -2.49909  0.006
C32 0.90062 -0.32510 -3.31324  0.000
H33 0.66471 -1.65609 -4.93396  0.000
H34 -1.83898 -1.47526 -4.55021  0.000
H35 -2.07355 0.24205 -2.42046  0.000
H36 1.97689 -0.26985 -3.28739  0.000

Calculated values
Multiplicity: 4
Energy above the lowest of the compared OMol25 structures with the same formula, charge and spin: 0.0 kJ/mol
Gap between HOMO and LUMO (alpha / beta): 0.2828 / 0.2493 Ha
E: -169183.8139 eV
E_LUMO (alpha / beta): -2.79 / -3.99 eV
HOMO (alpha / beta): -10.5 / -10.8 eV
Net charge: +1

4.
ORCA calculation (wB97M-V/def2-TZVPD) on a 2-piece molecular cluster, C4H8O2 overall at a distorted geometry.

Last column: natural (NBO) charge in e.
Cartesian coordinates (Å):
C1 -1.06922 -2.28729 0.13531  -0.457
C2 0.08657 -2.43212 0.79304  0.118
O1 1.02184 -1.42942 0.74999  -0.708
H1 -1.95029 -2.86934 0.39710  0.205
H2 -1.29804 -1.55732 -0.63546  0.194
H3 0.41329 -3.44757 1.02732  0.171
H4 1.75760 -1.70029 0.16471  0.478
C3 0.50245 2.48698 0.40151  -0.555
C4 -0.05693 2.57653 -0.81303  0.167
O2 -0.16822 1.57743 -1.71444  -0.682
H5 0.11823 3.02313 1.25340  0.215
H6 1.34253 1.80177 0.51669  0.199
H7 -0.55257 3.52062 -1.03816  0.165
H8 -0.14724 0.73690 -1.23797  0.490

Calculated values
Multiplicity: 1
Energy above the lowest of the compared OMol25 structures with the same formula, charge and spin: 357.5 kJ/mol
Gap between HOMO and LUMO: 0.3432 Ha
E: -8369.5761 eV
SMILES string: C=CO.C=CO
E_LUMO: 0.69 eV
HOMO: -8.7 eV

5.
ORCA calculation (wB97M-V/def2-TZVPD) on the molecule C16H17NOS2 at a distorted geometry.

Last column: natural (NBO) charge in e.
Cartesian coordinates (Å):
C1 2.27253 1.96358 2.59669  -0.413
N1 1.00450 1.37150 2.20173  -0.427
C2 -0.16667 1.88386 2.72209  0.176
S1 -0.27858 2.90493 4.05742  -0.176
C3 -1.31408 1.59196 1.84769  -0.500
C4 -0.61696 1.36546 0.47935  -0.233
C5 -1.44493 0.63048 -0.58434  -0.019
C6 -0.91530 0.55732 -1.89586  -0.216
C7 -1.55204 -0.16594 -2.87466  -0.185
C8 -2.75482 -0.84160 -2.63926  -0.216
C9 -3.27582 -0.79526 -1.34527  -0.200
C10 -2.65981 -0.03200 -0.32490  -0.247
C11 0.75327 0.75158 0.89283  -0.039
C12 0.84431 -0.82880 1.03207  0.071
O1 -0.40039 -1.35982 1.50517  -0.713
C13 1.21164 -1.56241 -0.24789  -0.229
C14 2.43948 -1.35400 -0.87706  -0.263
C15 2.66097 -2.23627 -2.03560  -0.257
C16 1.57805 -3.03155 -2.25292  -0.393
S2 0.27195 -2.76300 -1.09819  0.426
H1 2.40938 1.92934 3.71284  0.243
H2 3.10007 1.45043 2.12582  0.203
H3 2.28254 3.01380 2.24760  0.205
H4 -1.86369 0.72983 2.23621  0.249
H5 -2.02702 2.43391 1.80031  0.250
H6 -0.39806 2.37866 0.10259  0.227
H7 0.08292 0.99616 -2.09405  0.217
H8 -1.07957 -0.18344 -3.83509  0.214
H9 -3.17391 -1.50379 -3.39025  0.221
H10 -4.19969 -1.32192 -1.17691  0.217
H11 -3.11823 -0.02032 0.67381  0.226
H12 1.50987 1.09927 0.13550  0.212
H13 1.63213 -1.02813 1.74576  0.208
H14 -0.99750 -1.32724 0.74477  0.478
H15 3.18288 -0.59687 -0.56654  0.219
H16 3.55614 -2.28751 -2.61656  0.228
H17 1.44442 -3.81221 -3.00488  0.239

Calculated values
Multiplicity: 1
Energy above the lowest of the compared OMol25 structures with the same formula, charge and spin: 144.2 kJ/mol
Gap between HOMO and LUMO: 0.3173 Ha
E: -42075.3700 eV
SMILES string: CN1C(=S)C[C@H](c2ccccc2)[C@@H]1[C@@H](O)c1cccs1
E_LUMO: 0.54 eV
HOMO: -8.1 eV

What is the formula in the second record? C34H33F5N5O5TeV